ORCA calculation (ωB97M-V with the def2-TZVPD basis set) on C34H90N4O7S7 as an isolated structure.

Structure (XYZ):
```
142
Properties=species:S:1:pos:R:3:forces:R:3:mulliken_charge:R:1
C 0.719 -0.026 -2.584 0.399 -0.690 -0.055 1.366
C 1.143 -1.209 -3.469 8.394 4.665 3.132 -0.033
N 1.686 -0.864 -4.780 -0.368 0.303 -0.182 0.820
C 2.071 -2.018 -5.572 0.293 -0.079 -0.197 -0.576
C 1.723 -1.863 -7.055 0.426 0.722 0.309 -1.363
C 2.689 0.208 -4.831 -0.884 -0.208 0.419 -1.086
C 3.778 0.084 -3.770 0.990 1.258 -0.543 -0.573
H 0.392 0.870 -3.114 0.426 0.038 -0.071 -0.013
H 1.492 0.181 -1.845 0.014 0.445 -0.027 -0.530
H -0.164 -0.335 -2.020 0.356 0.052 0.275 -0.758
H 1.801 -1.870 -2.900 0.382 0.092 0.167 -0.101
H 0.227 -1.765 -3.678 7.057 4.334 11.636 -0.827
H 3.149 -2.197 -5.427 0.077 -0.082 -0.333 0.474
H 1.631 -2.959 -5.231 -0.347 0.200 0.393 0.345
H 2.248 -1.001 -7.480 0.435 -0.348 -0.107 0.282
H 1.989 -2.789 -7.562 -0.142 0.159 -0.378 0.456
H 0.691 -1.550 -7.222 -0.258 -0.643 0.280 0.245
H 2.144 1.153 -4.737 0.147 0.061 0.321 0.353
H 3.077 0.253 -5.848 0.337 -0.169 0.040 0.487
H 3.432 0.028 -2.743 -0.315 -0.620 -0.106 -0.215
H 4.363 1.016 -3.744 -0.099 0.068 -0.274 0.608
H 4.543 -0.653 -4.019 -0.331 -0.445 0.286 0.336
C 6.584 -1.266 -1.519 -0.729 0.001 -0.255 -1.364
C 5.995 0.010 -0.941 0.549 0.182 0.802 -0.333
N 5.347 -0.202 0.362 -0.724 0.740 -0.565 0.124
C 5.101 1.116 0.964 0.044 0.843 0.747 0.174
C 6.311 1.594 1.760 -0.039 -0.516 0.918 -1.523
C 4.049 -0.852 0.171 -0.615 -0.667 0.941 0.172
C 3.554 -1.466 1.522 -0.925 0.094 -1.815 -1.042
H 6.942 -1.032 -2.523 -0.061 -0.349 -0.106 0.391
H 5.801 -2.028 -1.536 0.132 -0.038 -0.477 0.253
H 7.397 -1.716 -0.952 0.090 0.463 0.257 0.384
H 6.815 0.722 -0.809 -0.078 0.045 0.140 0.394
H 5.251 0.523 -1.562 0.239 -0.309 -0.568 0.308
H 4.822 1.925 0.268 0.142 -0.401 -0.652 0.231
H 4.217 1.133 1.609 0.134 -0.722 0.222 -0.027
H 6.710 0.711 2.267 0.521 -0.015 -0.509 0.367
H 7.040 2.115 1.144 0.230 -0.218 0.086 0.368
H 6.097 2.208 2.641 -0.446 0.470 -0.458 0.415
H 4.032 -1.627 -0.598 0.643 0.006 0.087 0.243
H 3.263 -0.165 -0.177 0.175 0.364 -0.074 -0.081
H 3.017 -2.386 1.272 0.433 -0.309 0.236 0.151
H 2.708 -0.864 1.852 0.426 0.280 0.839 -0.095
H 4.384 -1.627 2.198 -0.162 0.056 0.281 0.460
C -3.724 0.674 -1.765 1.352 0.332 0.515 -1.049
C -2.493 0.275 -2.554 1.200 -0.145 -0.081 1.320
N -2.728 -0.224 -3.898 -1.604 -0.702 -0.283 0.139
C -3.445 0.741 -4.735 0.026 0.600 -0.096 -0.889
C -2.796 2.131 -4.762 0.111 0.346 -0.073 -0.685
C -1.568 -0.772 -4.573 1.676 1.387 0.198 -0.514
C -0.849 -1.954 -3.932 -11.646 -3.253 -3.696 0.326
H -4.139 1.587 -2.191 -0.943 -0.530 -0.188 0.557
H -3.377 1.022 -0.786 -0.279 -0.100 -0.295 0.241
H -4.307 -0.217 -1.549 -0.785 0.450 -0.528 -0.023
H -1.737 1.080 -2.576 -0.445 0.408 -0.013 -0.170
H -1.908 -0.471 -2.005 -0.741 -0.158 -0.036 -1.007
H -3.470 0.412 -5.774 -0.058 -0.473 0.150 0.493
H -4.478 0.853 -4.400 -0.025 -0.244 0.031 0.432
H -3.094 2.771 -5.596 -0.173 -0.401 -0.226 0.487
H -3.057 2.733 -3.887 0.357 -0.215 0.247 0.098
H -1.719 1.977 -4.856 0.096 0.382 0.224 0.187
H -0.835 0.061 -4.638 0.205 -0.318 -0.055 0.034
H -1.738 -0.980 -5.630 -0.591 -0.274 0.188 0.509
H 0.183 -1.968 -4.286 -3.533 -4.835 -11.972 -0.293
H -1.345 -2.870 -4.251 -0.658 -0.345 0.461 0.506
H -0.778 -1.881 -2.847 -0.756 -0.480 -0.598 -0.773
C -1.179 5.077 -2.779 -0.173 -0.135 0.219 -1.192
C -1.084 4.006 -1.799 -0.229 -0.245 0.174 0.410
N -1.074 3.200 -0.982 -0.211 0.307 -0.445 -0.161
H -2.145 5.561 -2.633 0.106 0.183 -0.007 0.314
H -1.165 4.676 -3.791 0.249 0.031 -0.006 0.274
H -0.363 5.768 -2.579 -0.068 0.146 -0.327 0.362
C -4.239 -2.781 -0.481 0.072 -0.093 0.733 -0.052
S -4.645 -4.264 0.518 0.285 0.735 0.346 0.276
O -3.305 -4.789 0.954 -0.479 0.243 -0.193 -0.491
C -5.344 -3.382 1.966 -0.338 -0.402 -0.060 -0.692
H -5.036 -2.045 -0.573 -0.298 -0.364 -0.033 0.598
H -3.881 -3.122 -1.449 -0.029 0.035 -0.054 0.378
H -3.423 -2.321 0.080 -0.145 0.067 -0.191 -0.761
H -4.586 -2.855 2.542 0.229 -0.010 -0.252 0.008
H -5.792 -4.148 2.600 0.191 -0.094 0.011 0.369
H -6.158 -2.707 1.697 0.152 0.031 -0.309 0.388
C -0.738 0.945 5.459 0.218 -0.396 0.090 -0.325
S -1.784 2.424 5.439 0.158 -0.456 -0.874 0.401
O -2.464 2.335 4.093 -0.009 0.066 0.863 -0.509
C -2.930 1.983 6.785 0.602 -0.357 0.243 -1.013
H -0.126 0.905 4.557 -0.230 0.555 -0.141 -0.367
H -1.344 0.040 5.414 -0.215 0.124 0.272 0.261
H -0.026 0.919 6.281 -0.363 0.082 0.337 0.555
H -3.089 0.910 6.887 -0.196 0.003 -0.418 0.287
H -3.862 2.531 6.687 0.031 0.054 -0.192 0.331
H -2.425 2.286 7.706 -0.019 0.203 -0.062 0.419
C -1.865 0.626 0.944 -0.007 -0.320 0.794 1.158
S -0.293 0.362 1.800 0.134 0.577 -0.931 0.623
O 0.167 -0.997 1.351 0.165 0.380 0.361 -0.527
C 0.658 1.558 0.811 0.840 0.562 0.726 -0.530
H -2.478 1.336 1.500 0.301 -0.282 -0.047 -0.356
H -2.309 -0.362 1.075 -0.281 0.042 -0.371 -0.479
H -1.796 0.942 -0.094 0.570 -0.253 0.250 -0.972
H 1.031 1.005 -0.051 -0.300 0.154 -0.107 -0.082
H 1.519 1.957 1.358 0.150 -0.676 0.289 0.324
H 0.139 2.485 0.559 -0.455 -0.718 -0.117 0.358
C -0.281 -4.307 2.689 -1.190 1.347 0.584 0.394
S -1.609 -4.036 3.881 0.244 -0.826 0.810 0.470
O -1.025 -4.292 5.254 -0.430 0.898 -0.920 -0.690
C -1.914 -2.255 3.538 0.467 -0.218 0.235 -0.104
H -0.785 -4.184 1.728 -0.348 -0.220 0.902 -0.873
H 0.154 -5.292 2.806 -0.188 -0.048 0.142 0.496
H 0.461 -3.511 2.764 0.114 -0.087 0.219 0.062
H -2.827 -1.986 4.067 0.008 0.003 0.058 0.489
H -2.039 -2.106 2.467 -0.111 -0.316 -0.057 -0.567
H -1.087 -1.614 3.841 0.096 -0.191 0.188 0.075
C -3.472 3.765 1.648 -0.181 1.110 0.140 -0.137
S -5.246 3.950 2.020 0.499 -1.074 1.026 0.422
O -5.804 2.569 1.854 -0.167 0.401 -0.292 -0.629
C -5.154 4.181 3.852 -0.186 1.442 -0.844 -0.769
H -3.128 2.768 1.888 -0.388 0.222 -0.136 -0.190
H -2.862 4.464 2.225 -0.197 0.037 0.123 0.456
H -3.386 4.085 0.610 0.169 -0.571 -0.168 0.305
H -5.321 3.235 4.351 0.300 -0.110 -0.039 0.156
H -5.929 4.916 4.090 -0.340 -0.420 0.033 0.456
H -4.244 4.733 4.088 0.271 -0.610 0.170 0.222
C -1.042 -2.841 -0.709 0.685 -1.167 1.374 2.251
S -0.295 -4.367 -1.384 1.224 0.312 -0.223 0.130
O 0.868 -3.954 -2.252 -0.616 -0.188 0.139 -0.534
C 0.513 -4.952 0.171 -0.248 0.731 -0.039 -0.299
H -1.489 -2.200 -1.458 -0.320 -0.534 0.274 0.008
H -0.331 -2.295 -0.084 0.230 0.059 -0.534 -0.615
H -1.741 -3.271 0.019 -0.286 0.232 -0.369 -0.601
H 0.509 -4.122 0.884 0.663 -0.272 -1.153 -0.411
H 1.553 -5.224 0.018 -0.084 -0.200 -0.687 0.466
H -0.054 -5.753 0.646 0.061 -0.121 -0.437 0.371
C 2.823 1.854 4.827 -0.620 -0.166 0.741 -0.958
S 2.288 2.444 6.507 -0.232 -0.448 -1.278 0.636
O 3.336 2.001 7.458 0.002 0.510 -0.128 -0.694
C 2.520 4.198 6.049 1.016 0.104 0.431 -1.027
H 2.127 2.246 4.085 0.163 0.260 -0.024 0.193
H 2.734 0.769 4.788 0.216 -0.017 0.231 0.412
H 3.853 2.175 4.690 -0.007 0.026 -0.152 0.445
H 1.801 4.876 6.500 -0.098 -0.224 0.172 0.336
H 2.587 4.384 4.980 -0.246 -0.258 -0.057 0.292
H 3.518 4.381 6.461 -0.101 0.273 0.038 0.381
```
Positions in Å, forces in eV/Å.

Summary:
Electronic energy: -4881.72325 Eh
E_LUMO: 0.0 eV
HOMO-LUMO gap: 6.395 eV
F_max: 0.278 hartree/bohr
Net charge: 0